{
  "formula": "C38H24BF7NO6",
  "method": "the ωB97M-V functional and the def2-TZVPD basis",
  "species": ["H", "O", "C", "C", "H", "C", "H", "C", "H", "H", "C", "C", "H", "C", "O", "H", "C", "C", "C", "C", "C", "C", "N", "H", "H", "C", "C", "C", "H", "C", "C", "H", "H", "F", "C", "F", "C", "C", "H", "C", "F", "C", "F", "B", "O", "C", "H", "C", "C", "C", "O", "H", "F", "H", "H", "C", "H", "H", "O", "C", "H", "C", "C", "C", "C", "C", "O", "H", "H", "C", "H", "C", "C", "H", "F", "F", "C"],
  "xyz": [[-2.791451, -3.236151, -7.299583], [2.221414, -5.620583, -5.957890], [0.160977, -4.806380, -6.755102], [-0.292765, 1.364572, -0.696289], [1.223595, -0.617725, 2.961093], [0.441640, -1.847707, -3.640817], [3.267554, -4.458709, -4.024004], [-5.227312, 1.814556, -0.801303], [-1.001356, -6.473217, -9.458379], [5.259992, 0.720600, 3.452717], [2.559833, -2.747961, -2.940069], [1.383073, -3.766590, -4.765958], [-6.648124, 0.407748, -0.159168], [-5.353125, 3.912008, 0.224221], [-1.761642, -2.097172, -5.355094], [6.448927, 3.651125, 7.269028], [5.413365, 3.675231, 7.578685], [2.533471, 1.376303, 5.357082], [1.961928, -0.052480, 3.512942], [-2.021237, -4.861291, -8.469933], [2.107265, 2.144427, 6.558756], [-0.969935, -5.755415, -8.648903], [-6.902783, 2.209730, 0.851134], [5.760545, 5.015152, 9.210073], [1.708648, 3.742514, 8.667679], [-0.885770, -3.899413, -6.586505], [3.283600, -0.020532, 3.079531], [-6.394401, 3.425309, 0.955192], [0.561469, 0.625486, 4.987133], [4.899448, 2.150406, 5.684798], [1.547256, -1.803883, -2.805418], [-3.949734, -1.108236, 0.440943], [-4.828974, 0.959063, -3.010645], [1.585317, 2.621562, -0.074256], [0.354361, -2.829192, -4.620329], [-0.731406, -0.919061, -1.079820], [1.331744, -4.801791, -5.832938], [2.746826, 3.725585, 8.366355], [-5.008467, 4.921149, 0.374011], [5.024225, 4.438485, 8.665588], [-0.986583, 2.492759, -0.855628], [-1.196359, 0.138267, -0.383341], [0.201496, 2.113013, 1.500183], [-4.511576, 0.754368, -1.858477], [6.064177, 2.133318, 5.341941], [0.116100, -5.730606, -7.791853], [-2.873055, -4.886357, -9.136998], [-6.295182, 1.419607, -0.043000], [-0.845311, -2.872952, -5.502754], [-3.551996, -0.968127, -0.566831], [-4.631301, -0.654550, -1.387537], [3.384756, 5.075871, 9.898322], [1.521332, 0.587218, 0.647952], [0.933629, -6.425621, -7.924600], [3.571334, -0.557548, 2.185736], [1.588217, 0.643827, 4.649222], [3.418359, -2.715971, -2.281464], [1.618493, -1.036336, -2.048909], [0.958219, 2.118661, 6.945828], [-1.979195, -3.935668, -7.441809], [-2.990885, -1.825631, -0.931881], [2.479280, -3.726587, -3.915823], [-4.751675, 3.083025, -0.682359], [3.688889, 4.469890, 9.054933], [3.863919, 1.394957, 4.929892], [4.469152, 2.938037, 6.875397], [-3.019886, 0.971857, -1.723320], [-2.987321, 0.842561, 0.374894], [-6.848328, 4.086581, 1.688053], [3.133143, 2.953696, 7.278301], [-0.349359, -1.118500, -3.534537], [0.765184, 1.653478, 0.390830], [-2.673457, 0.359216, -0.565992], [-3.909808, 3.409997, -1.268610], [0.368963, 1.131008, -1.851264], [-0.993463, -0.190874, 0.934047], [4.232108, 0.696597, 3.786894]],
  "atomic_forces_ev_per_a": [[0.056, 0.056, 0.096], [-0.025, 0.013, -0.017], [-0.058, 0.090, 0.031], [0.033, -0.241, -0.293], [-0.019, 0.022, -0.021], [0.054, 0.101, 0.052], [-0.045, -0.044, -0.091], [0.721, -1.990, -1.808], [-0.004, -0.007, 0.000], [0.036, 0.057, 0.090], [-0.051, 0.057, 0.004], [-0.154, 0.041, -0.068], [-0.268, -0.215, 0.134], [0.596, 0.747, -0.155], [0.013, -0.001, -0.052], [-0.023, -0.060, -0.096], [0.065, 0.102, 0.104], [0.111, 0.047, 0.015], [0.067, -0.042, 0.079], [0.058, -0.032, 0.008], [-0.225, -0.038, 0.021], [-0.039, 0.039, 0.020], [-0.156, -0.522, -0.047], [0.002, 0.005, 0.002], [-0.031, -0.083, -0.077], [0.126, -0.070, 0.027], [-0.047, -0.018, 0.065], [-0.933, 0.522, 1.010], [0.012, 0.079, 0.064], [0.198, -0.041, -0.106], [0.080, -0.123, -0.095], [0.390, -0.481, 0.254], [-0.186, -0.154, -0.066], [-0.083, -0.210, 0.169], [0.115, -0.109, -0.034], [0.279, -0.137, -0.305], [0.185, -0.132, 0.028], [0.002, 0.098, 0.134], [0.023, 0.276, 0.104], [-0.053, -0.005, 0.007], [-0.163, 0.191, 0.257], [-0.535, -0.085, 0.225], [0.088, -0.194, 0.191], [0.492, 0.213, 0.499], [-0.013, 0.012, 0.025], [-0.049, -0.092, -0.131], [-0.005, 0.000, -0.003], [-0.493, 0.303, 0.652], [-0.146, 0.176, 0.083], [-0.074, 0.945, 0.318], [-0.273, -0.057, -0.550], [0.001, -0.002, 0.008], [-0.007, -0.098, 0.042], [0.053, 0.033, 0.101], [-0.010, 0.004, -0.015], [-0.054, -0.080, -0.085], [0.004, 0.001, 0.005], [-0.033, 0.006, 0.007], [0.023, 0.010, 0.019], [-0.115, -0.034, -0.137], [-0.004, -0.274, 0.016], [0.128, 0.036, 0.111], [0.326, 0.669, 0.012], [0.052, -0.018, -0.026], [-0.089, 0.063, 0.089], [-0.116, -0.023, -0.004], [0.419, 0.772, -0.610], [0.051, 0.709, -0.216], [-0.183, -0.072, 0.090], [0.102, -0.019, -0.076], [-0.082, -0.059, -0.056], [0.262, 0.733, -0.562], [-0.949, -1.272, 0.633], [0.237, 0.046, -0.194], [0.237, 0.018, -0.079], [0.093, -0.065, 0.299], [0.005, -0.093, -0.124]],
  "mulliken_charge": [0.499, -0.691, 0.200, 0.488, 0.472, -0.580, 0.464, 0.089, 0.387, 0.463, -0.776, 0.201, 0.438, -0.469, -0.638, 0.467, -0.574, 0.317, -0.507, -0.465, 0.541, -0.453, -0.670, 0.392, 0.473, 0.078, -0.438, -0.194, 0.481, 0.546, 0.003, 0.225, -0.319, -0.303, -0.098, -0.253, 0.630, -0.547, 0.352, -0.447, -0.230, 1.090, -0.251, 1.076, -0.671, -0.556, 0.394, -0.323, 0.523, -0.448, -0.600, 0.390, -0.187, 0.458, 0.447, -0.710, 0.408, 0.446, -0.655, -0.551, 0.332, -0.586, -0.363, -0.466, 0.269, 0.167, -1.089, 0.112, 0.330, 0.210, 0.664, 0.633, -0.197, 0.420, -0.274, -0.339, -0.658],
  "homo_energy_ev": -5.1,
  "homo_lumo_gap_ev": 5.48,
  "total_charge": -1,
  "e_tot_ev": -73274.074
}